[1]
Density functional theory data (ωB97M-V with the def2-TZVPD basis set) for a structure of composition C6H11N.

XYZ file:
```
18
Properties=species:S:1:pos:R:3:mulliken_charge:R:1
H 0.298 0.872 2.410 0.402
C -0.559 1.736 0.593 -0.235
C 0.651 -1.022 1.193 -0.788
H -0.747 -0.590 -3.026 0.260
H -0.102 2.570 0.062 0.282
H -0.316 -1.380 1.542 0.319
C 0.438 0.883 1.333 -0.778
H -1.788 0.020 0.073 0.292
H 1.484 -1.297 1.832 0.364
H -1.364 2.099 1.230 0.234
C -1.002 0.643 -0.341 -0.872
H -1.318 1.031 -1.302 0.408
C -0.154 -1.159 -2.324 -1.006
H 1.809 -1.534 -0.430 0.275
H 1.457 1.174 1.096 0.273
H 0.243 -2.103 -2.678 0.306
C 0.088 -0.690 -1.109 0.380
N 0.881 -1.252 -0.153 -0.118
```

The calculation puts the highest occupied orbital energy at -7.60 eV. Its calculated total energy is -7886.7876 eV. The value obtained for the lowest unoccupied orbital energy is 0.04011 Ha. The maximum force is 4.50 eV Å⁻¹. As for the energy above the lowest of the compared OMol25 structures with the same formula, charge and spin: 86.3 kcal/mol.

***

[2]
Density functional theory data (ωB97M-V with the def2-TZVPD basis set) for a structure of composition C6H11N.

XYZ file:
```
18
Properties=species:S:1:pos:R:3:mulliken_charge:R:1
H 2.554 -0.817 2.698 0.261
C 1.346 0.634 -0.090 0.170
H -2.795 1.179 -2.365 0.148
H -1.191 -0.888 1.193 0.317
H -0.146 1.743 -1.106 0.398
N -2.888 0.790 -1.438 -0.756
C -0.700 -0.418 -0.899 0.175
H -0.372 -0.884 -1.832 0.253
H -1.789 0.239 -1.011 0.185
C 0.224 0.809 -0.687 -0.353
H 1.042 0.058 2.724 0.281
H -3.594 1.231 -0.863 0.097
C 1.784 -0.379 2.060 -0.760
C 2.201 0.114 0.835 -0.248
C -0.738 -1.320 0.302 -1.151
H 3.248 -0.132 0.679 0.300
H 0.255 -1.686 0.603 0.326
H -1.356 -2.199 0.093 0.355
```

The calculation puts the highest occupied orbital energy at -7.19 eV. Its calculated total energy is -7883.0620 eV. The value obtained for the lowest unoccupied orbital energy is -0.07089 Ha. The maximum force is 3.61 eV Å⁻¹. As for the energy above the lowest of the compared OMol25 structures with the same formula, charge and spin: 172.2 kcal/mol.

***

[3]
Density functional theory data (ωB97M-V with the def2-TZVPD basis set) for the molecule C6H11N.

XYZ file:
```
18
Properties=species:S:1:pos:R:3:mulliken_charge:R:1
H -2.728 -0.721 -0.781 0.354
H 3.164 -0.801 0.645 0.353
C -0.764 -0.145 -0.073 1.478
H 3.278 0.067 -0.889 0.310
C 0.310 0.540 -0.917 -0.954
H 0.321 1.667 -0.997 0.240
H 0.400 0.291 -1.900 0.381
C 1.340 -0.107 -0.034 0.597
C -1.411 0.823 0.949 -1.365
C -1.811 -1.248 -0.441 -1.466
H -1.338 -2.025 -1.027 0.383
H -2.450 0.417 1.273 0.333
H -0.709 1.014 1.777 0.356
C 2.799 -0.009 0.070 -1.131
H -1.697 1.712 0.395 0.331
H 2.850 0.994 0.674 0.225
N 0.620 -0.802 0.746 -0.766
H -2.176 -1.667 0.531 0.342
```

The calculation puts the highest occupied orbital energy at -8.92 eV. Its calculated total energy is -7888.1776 eV. The value obtained for the lowest unoccupied orbital energy is 0.03360 Ha. The maximum force is 3.95 eV Å⁻¹. As for the energy above the lowest of the compared OMol25 structures with the same formula, charge and spin: 54.3 kcal/mol. Its SMILES is CC1=NC(C)(C)C1.

***

[4]
Density functional theory data (ωB97M-V with the def2-TZVPD basis set) for the molecule C6H11N.

XYZ file:
```
18
Properties=species:S:1:pos:R:3:mulliken_charge:R:1
C -0.872 -0.768 0.384 -0.124
H -0.958 -1.553 1.199 0.282
C -2.080 -0.135 -0.142 -0.841
C -1.011 0.722 0.499 -0.013
H 1.586 -0.592 1.469 0.331
N 0.165 -0.984 -0.618 -0.573
H 1.814 0.429 -1.555 0.207
H 0.713 2.149 0.246 0.325
C 1.127 0.136 -0.608 0.550
H 2.703 0.680 1.012 0.320
H -1.391 1.159 1.477 0.308
H -2.992 -0.044 0.378 0.304
H 0.590 -1.806 -0.257 0.307
C 0.201 1.234 -0.249 -0.890
H -0.198 1.567 -1.185 0.306
C 2.075 -0.169 0.547 -1.402
H 2.646 -1.039 0.203 0.366
H -2.306 -0.181 -1.244 0.237
```

The calculation puts the highest occupied orbital energy at -8.56 eV. Its calculated total energy is -7888.0696 eV. The value obtained for the lowest unoccupied orbital energy is 0.04064 Ha. The maximum force is 3.81 eV Å⁻¹. As for the energy above the lowest of the compared OMol25 structures with the same formula, charge and spin: 56.8 kcal/mol. Its SMILES is C[C@@H]1C[C@H]2C[C@H]2N1.